# 1
Formula: C31H43MnN3OS2Se4Te
Source: OMol25
Level of theory: ωB97M-V/def2-TZVPD

Results
**Net charge**: 0
**Highest occupied orbital energy (spin up / spin down)**: -6.077 / -6.127 eV
**Max |F|**: 1.72 eV/Å
**E_LUMO (spin up / spin down)**: -0.0072 / -0.0376 Ha
**Multiplicity**: 6
**HOMO-LUMO gap (spin up / spin down)**: 5.882 / 5.105 eV

Cartesian coordinates (Å):
C (-5.2396, 3.5441, 0.2190)
C (1.0845, -2.6648, -1.8955)
O (1.8930, -0.4449, -0.6831)
C (2.4665, -2.5859, -2.5329)
H (-4.7886, 1.5861, 1.0005)
C (2.1126, -0.8424, 7.0167)
H (-3.0995, -2.2748, -0.0608)
C (-1.8390, 3.2112, -3.7065)
Se (4.2418, 2.5541, 0.2833)
H (2.4112, 1.2009, 7.6041)
C (-4.5887, 2.3147, 0.2257)
H (0.2218, -2.6714, 2.2062)
Te (3.5814, 4.0057, 2.1726)
H (-3.9317, 2.1120, -6.2490)
C (-5.6979, -1.3758, -0.1874)
C (6.8335, -2.6728, 1.7351)
H (7.2274, -2.9990, 3.8213)
C (5.1229, -1.0559, 1.2190)
Se (0.9638, 2.8507, -1.1154)
H (0.0719, -4.0036, 1.0647)
C (1.8003, -2.7193, 0.7117)
H (6.2313, -2.1366, -0.2592)
H (4.5258, -0.5116, 0.5016)
H (1.9157, -2.8043, 6.1582)
C (-3.0761, 1.9809, -5.5811)
N (-2.4464, 2.4734, -2.6032)
N (-2.8585, 0.9731, -1.0706)
H (-4.7851, -0.6081, -1.9928)
H (-1.5627, 2.1648, -7.1288)
H (7.5877, -3.3794, 1.4047)
C (-2.0942, 1.2269, -2.1725)
H (-2.1617, 0.5144, -6.8996)
C (-4.6612, -1.4550, -1.3108)
H (1.6738, -1.1298, 7.9637)
C (6.6394, -2.4540, 3.0921)
H (2.9306, -2.1567, 3.9977)
C (0.7908, -3.4047, 1.6306)
Se (-0.8261, 0.1386, -2.9135)
N (2.5201, 0.4254, 2.0881)
S (3.8062, 0.4712, 3.0304)
C (-4.0537, 4.2485, -1.7760)
C (-3.6707, 2.0725, -0.7852)
C (6.0757, -1.9755, 0.8013)
H (-5.4953, 5.4495, -0.7424)
H (-3.8395, 4.9899, -2.5382)
C (2.5290, 0.4664, 6.8176)
C (3.0926, 0.8391, 5.6028)
C (-3.4125, 3.0200, -1.7610)
H (3.2574, -2.9378, -1.8665)
C (-2.7776, 3.3182, -4.9059)
H (-1.5739, 4.2004, -3.3328)
H (-6.7157, -1.4221, -0.5818)
Se (-0.0955, 2.2810, 0.8502)
C (4.9311, -0.8531, 2.5803)
Mn (2.1502, 1.4946, 0.3794)
H (2.4859, -3.1942, -3.4382)
H (-5.6141, -0.4448, 0.3779)
H (0.3134, -2.3131, -2.5770)
H (5.5514, -1.3549, 4.5801)
H (-5.9600, 3.7677, 0.9974)
H (2.3930, -3.4427, 0.1504)
H (-1.6644, -0.2664, 0.0638)
H (1.8696, -0.2827, 2.4057)
H (-3.7126, 3.7832, -4.5818)
H (-5.5731, -2.2065, 0.5143)
C (5.6934, -1.5334, 3.5222)
H (2.6899, -1.5551, -2.8060)
C (2.2515, -1.7876, 6.0035)
H (0.8135, -3.6650, -1.5446)
H (-2.5551, -1.7419, -1.6524)
H (1.2977, -4.0718, 2.3285)
H (-4.8460, -2.3567, -1.9001)
H (-3.2675, 0.0355, 0.7109)
H (-2.3123, 3.9948, -5.6299)
H (-0.9182, 2.6949, -3.9606)
C (-3.2130, -1.4922, -0.8203)
C (3.2403, -0.1153, 4.6075)
H (-1.0469, 1.2051, -5.7249)
H (2.4789, -2.0663, 1.2521)
S (0.9503, -1.6083, -0.4433)
C (-2.7160, -0.1905, -0.2002)
C (2.8165, -1.4268, 4.7911)
C (-1.8915, 1.4366, -6.3786)
H (3.3982, 1.8616, 5.4170)
H (-3.3753, 1.2501, -4.8234)
C (-4.9761, 4.4975, -0.7672)

=====

# 2
Formula: C33H39BrGeIrN3OS
Source: OMol25
Level of theory: ωB97M-V/def2-TZVPD

Results
**Net charge**: +3
**Highest occupied orbital energy (spin up / spin down)**: -16.124 / -16.121 eV
**Max |F|**: 2.82 eV/Å
**E_LUMO (spin up / spin down)**: -0.3085 / -0.4094 Ha
**Multiplicity**: 2
**HOMO-LUMO gap (spin up / spin down)**: 7.729 / 4.981 eV

Cartesian coordinates (Å):
C (-1.7372, 1.3743, 3.1637)
C (-0.6853, -3.9912, 2.5074)
C (2.6379, 4.8458, 0.9214)
C (3.2161, 0.6119, -1.8786)
H (-1.0595, 5.4086, -0.0966)
H (-0.4933, 3.5752, 6.0684)
H (1.1848, 3.4131, -2.9842)
H (4.6677, 5.4896, 1.2154)
C (2.2472, 6.0145, 0.2438)
N (-1.9354, 1.0776, -0.0453)
H (2.9990, 6.7551, -0.0030)
C (3.9607, 4.6796, 1.3541)
H (-3.5161, 0.8125, -3.0691)
C (3.4292, 2.5159, 2.2736)
C (2.8471, -0.2016, -2.9501)
N (-0.6122, -1.6242, 1.0962)
H (-3.8770, -3.3950, 2.8212)
H (3.7525, 1.6369, 2.8164)
H (2.8836, -0.6664, 2.5192)
H (3.3612, -1.9399, -4.0848)
C (4.7379, -1.6102, -2.4625)
H (-2.6438, 0.5191, 0.4231)
H (1.0893, 2.8255, 4.3594)
S (2.2305, 2.0068, -1.4161)
H (1.9779, 0.0355, -3.5529)
C (0.0487, 2.5279, 4.2811)
H (1.2645, -4.3551, 1.6385)
C (-2.1940, 2.6393, 5.1526)
C (0.4185, -3.6871, 1.7215)
H (2.3065, 0.2063, 3.9589)
C (-2.6407, 1.8326, 4.1176)
H (-3.3502, 2.1831, -1.1568)
C (2.1529, 2.9156, -2.9516)
H (4.6012, 0.9784, -0.2763)
H (-1.7189, 2.1413, -1.8377)
C (-1.7607, -3.1087, 2.5915)
C (0.9167, 6.2133, -0.1234)
H (-3.5688, -0.2950, -1.7124)
H (2.2842, 2.2584, -3.8063)
C (-1.6753, -1.9328, 1.8580)
C (-1.7355, -0.3409, -2.8426)
N (-1.1002, -1.1627, -1.7870)
H (-0.3902, 3.3291, 1.1021)
C (3.6191, -1.3122, -3.2418)
C (-0.8485, 2.9674, 5.2463)
H (-2.4826, -1.2145, 1.8788)
C (-2.4908, 1.5413, -1.3554)
H (2.9508, 3.6581, -2.9248)
H (-0.7085, -4.9242, 3.0570)
C (-0.3837, 1.7096, 3.2344)
H (1.3836, -1.1511, 3.3230)
H (-2.0524, -0.9615, -3.6820)
H (-3.6869, 1.5586, 4.0575)
C (5.0942, -0.7956, -1.3982)
Ir (-0.1558, 0.0364, -0.1086)
C (1.6794, 3.8205, 1.1797)
C (0.3905, -2.4915, 1.0479)
H (-0.9934, 0.3678, -3.2132)
Ge (0.9428, 0.9577, 1.9891)
C (-2.9177, 0.3985, -2.2576)
H (5.3757, 3.3950, 2.3602)
H (5.9727, -1.0238, -0.8095)
C (-2.9731, -3.3930, 3.4314)
H (-2.0791, 0.7123, 2.3836)
C (2.0954, 2.6053, 1.8101)
H (-2.8977, 3.0289, 5.8758)
H (-2.8926, -4.3591, 3.9232)
H (0.6195, 7.1291, -0.6164)
O (0.7837, 1.4770, -1.2920)
H (-1.7782, 1.8985, 0.5339)
C (0.3557, 4.0574, 0.8134)
C (4.3532, 3.5096, 2.0239)
H (-0.3509, -1.7059, -2.2096)
C (2.0006, -0.2970, 3.0413)
C (4.3263, 0.3241, -1.0958)
H (-1.7733, -1.8380, -1.4333)
Br (1.7803, -1.8887, -0.0695)
C (-0.0227, 5.2396, 0.1647)
H (-3.0971, -2.6279, 4.1991)
H (5.3345, -2.4824, -2.6955)

=====

# 3
Formula: C6H13N3
Source: OMol25
Level of theory: ωB97M-V/def2-TZVPD

Results
**Net charge**: 0
**Highest occupied orbital energy (spin up / spin down)**: -6.617 / -6.618 eV
**Max |F|**: 0.51 eV/Å
**E_LUMO (spin up / spin down)**: 0.0281 / 0.0281 Ha
**Multiplicity**: 1
**HOMO-LUMO gap (spin up / spin down)**: 7.380 / 7.381 eV

Cartesian coordinates (Å):
N (-0.3723, -0.4524, 2.1330)
H (0.7307, -0.4927, 1.0581)
H (0.9891, 1.8393, 1.8384)
C (0.2773, 2.1735, 1.0899)
C (1.1634, -0.2489, -2.4045)
C (0.3585, -2.1196, -0.9477)
H (-1.1016, -2.2448, 2.9041)
H (-2.3171, -0.8628, 2.7051)
H (-1.8190, 1.8703, -0.4085)
C (-0.0627, 1.0422, 0.1777)
C (-1.2665, -1.1945, 2.5897)
H (0.6007, 0.6566, -2.6424)
H (-0.6101, 2.5464, 1.5992)
C (0.7247, -0.8447, -1.0940)
H (2.2177, 0.0320, -2.3491)
H (-1.4492, 0.3720, -1.1424)
H (0.7301, 2.9833, 0.5045)
N (-1.1173, 1.1924, -0.6552)
H (0.0827, -2.5117, 0.0214)
N (0.8032, 0.0288, 0.0239)
H (0.4112, -2.8101, -1.7782)
H (1.0265, -0.9547, -3.2229)

=====

# 4
Formula: C6H9IN
Source: OMol25
Level of theory: ωB97M-V/def2-TZVPD

Results
**Net charge**: +1
**Highest occupied orbital energy (spin up / spin down)**: -12.594 / -12.594 eV
**Max |F|**: 1.59 eV/Å
**E_LUMO (spin up / spin down)**: -0.2486 / -0.2486 Ha
**Multiplicity**: 1
**HOMO-LUMO gap (spin up / spin down)**: 5.829 / 5.830 eV

Cartesian coordinates (Å):
H (2.2320, -0.3337, -2.0125)
H (-0.1517, -1.2308, 1.4372)
H (0.3271, -1.4708, -1.1414)
H (1.3956, -2.1700, 0.0996)
C (0.3723, -0.4875, 0.8348)
N (-0.5180, 1.6326, -0.4687)
H (-0.7175, 2.5683, -0.1270)
H (-2.4485, 1.5245, 1.2179)
H (-1.8177, 0.1972, -1.5806)
C (2.2076, -0.5785, -0.9614)
C (-0.6133, 0.5249, 0.4407)
H (-2.6228, -0.2745, 1.0301)
C (-1.6078, 0.7233, -0.6739)
H (1.1647, -0.0466, 1.4455)
I (3.8339, 0.0375, 0.1110)
C (-2.1021, 0.6231, 0.7226)
C (1.0661, -1.2391, -0.3737)

=====

# 5
Formula: C31H20Cl2N2O3PS5V
Source: OMol25
Level of theory: ωB97M-V/def2-TZVPD

Results
**Net charge**: -2
**Highest occupied orbital energy (spin up / spin down)**: -0.121 / -1.629 eV
**Max |F|**: 0.64 eV/Å
**E_LUMO (spin up / spin down)**: 0.1482 / 0.1481 Ha
**Multiplicity**: 3
**HOMO-LUMO gap (spin up / spin down)**: 4.153 / 5.661 eV

Cartesian coordinates (Å):
C (3.3919, 0.4950, 1.9216)
C (3.7166, 0.1764, 0.6494)
H (-4.5387, 1.0177, -0.7899)
N (-2.5207, 1.3024, -0.5303)
S (4.4831, -0.1051, 3.1454)
C (-3.6500, -3.5340, 0.4901)
S (6.9470, -1.7403, 2.6856)
H (-1.8210, 2.9781, -0.6897)
C (-4.7724, -2.8837, 0.0003)
H (3.4817, -3.3828, 0.6633)
C (0.1184, -2.8157, -1.1286)
C (1.9075, 5.3544, -1.8430)
H (0.7769, -4.2858, -2.5361)
H (0.1389, -2.9091, 2.5907)
P (-0.6477, -0.7074, 0.5966)
C (0.7696, 3.2864, -2.2774)
C (-1.4243, 0.0479, 4.5014)
C (-0.7161, -0.9474, 2.4230)
O (1.6424, 3.6789, -0.1453)
O (-0.4361, 2.4493, 1.1021)
H (-5.7120, -3.4101, -0.1165)
C (2.2246, -3.9704, -0.9779)
N (0.3276, 2.0993, -1.7125)
C (-3.5637, 0.5945, -0.5376)
H (-5.5490, -1.0163, -0.6978)
C (-2.3388, -1.4861, 0.2808)
C (-0.3100, -2.0790, 3.1204)
C (-0.0872, 2.6624, -4.4635)
C (1.0474, 4.8812, -4.0271)
S (2.7576, 0.5964, -0.7296)
C (2.5313, -3.2445, 0.1629)
H (-3.6931, -4.5793, 0.7711)
C (-1.0157, -1.0846, 5.1921)
C (1.0185, -3.7435, -1.6292)
H (2.0605, 6.6929, -3.5115)
H (1.9070, -1.7043, 1.5111)
V (0.8342, 1.9648, 0.2618)
H (-0.4768, 0.2207, -2.1159)
O (-2.7054, 2.6071, -0.8457)
C (-0.4518, -2.1454, 4.4994)
H (-1.1188, -1.1336, 6.2698)
C (0.4095, -2.0967, 0.0290)
H (-1.8387, 0.8918, 5.0400)
C (1.7010, 5.7338, -3.1654)
C (-0.2120, 1.1704, -2.5632)
H (-0.8182, -2.6526, -1.6508)
C (1.6367, -2.3025, 0.6485)
C (5.5977, -0.9181, 2.1281)
C (-0.4265, 1.4256, -3.8923)
H (-1.5995, -3.3516, 1.0147)
C (-2.4655, -2.8315, 0.6258)
S (5.1700, -0.7806, 0.4747)
H (-0.8703, 0.6494, -4.5046)
H (-0.1111, -3.0251, 5.0328)
C (-4.6777, -1.5455, -0.3279)
C (0.5613, 3.6201, -3.6290)
H (2.9302, -4.6935, -1.3686)
H (-1.5173, 1.0328, 2.5911)
S (1.9681, 1.3662, 2.3875)
H (-0.2573, 2.8699, -5.5089)
C (-3.4807, -0.8308, -0.1938)
Cl (2.7511, 6.4339, -0.7641)
C (-1.2668, 0.1231, 3.1276)
Cl (0.8219, 5.3905, -5.6982)
C (1.4605, 4.1234, -1.3668)

=====

# 6
Formula: C33H57CoN4OP2
Source: OMol25
Level of theory: ωB97M-V/def2-TZVPD

Results
**Net charge**: +1
**Highest occupied orbital energy (spin up / spin down)**: -8.883 / -9.788 eV
**Max |F|**: 5.08 eV/Å
**E_LUMO (spin up / spin down)**: -0.0727 / -0.1467 Ha
**Multiplicity**: 4
**HOMO-LUMO gap (spin up / spin down)**: 6.904 / 5.795 eV

Cartesian coordinates (Å):
H (2.7118, -4.0701, -0.3210)
H (0.8799, -4.4108, 3.3782)
C (4.7154, 1.6927, -1.4601)
H (-4.1590, 1.2088, 2.9429)
C (2.5743, 1.9337, -0.1451)
P (-0.9222, 0.6806, -2.2709)
H (-0.6816, -1.0571, -4.0380)
C (-3.6803, 0.6103, -1.7885)
H (-1.8143, -1.5398, -2.7434)
C (-1.4535, -0.7635, 0.2795)
C (1.2244, -2.5283, -0.2206)
H (-1.8446, -3.8947, 0.9344)
C (4.2897, 0.2701, 0.5649)
C (1.8384, -3.6559, -2.2825)
H (4.6668, 2.7115, -1.8575)
H (0.6641, 1.4694, 3.9351)
H (4.6381, 3.7142, 0.3363)
H (4.1574, 0.3166, 1.6539)
Co (-0.2842, 0.5156, -0.1036)
H (-0.7320, 0.9971, 2.9407)
N (-1.6599, 1.9252, 0.7664)
C (4.1023, 1.6639, -0.0623)
H (0.5109, -3.1118, -3.9540)
H (1.8210, -3.3180, 1.6635)
H (-2.8160, -3.8597, 3.8670)
C (0.8495, -2.9109, -2.9350)
H (-2.1957, -2.2553, 4.3389)
H (-0.4441, 3.5411, -2.7660)
H (0.2314, -3.4609, 4.7439)
H (-1.2804, -0.6216, 4.7862)
H (-3.6784, -0.4863, -1.7546)
C (1.6729, 0.8103, -3.2749)
H (4.3512, 2.7358, 1.8017)
H (-0.5719, -4.9650, 4.2345)
C (-2.3351, 4.0343, 1.0929)
H (5.8547, 2.5486, 0.8752)
C (-2.6802, 1.1701, -2.8078)
H (-3.0515, -0.4811, -4.2186)
H (-2.4595, 5.1013, 1.0880)
H (1.6189, -0.1634, -3.7862)
H (-3.8301, 2.9852, -2.9931)
C (2.0580, -0.9289, 3.7719)
H (-2.1661, 3.1727, -3.5625)
H (0.1918, -0.0947, 5.6148)
C (-2.7442, 1.9003, 1.5513)
H (-4.1045, 0.9308, -4.4094)
C (-1.2497, -4.3502, 1.7327)
C (2.0327, -3.4674, -0.9232)
H (2.6336, -0.7062, 2.8607)
C (0.2511, -1.8544, -2.2331)
H (-3.4860, 0.9927, -0.7774)
H (5.2794, -0.1701, 0.3656)
H (-4.0287, 0.1827, 1.4951)
H (0.7809, 2.1107, -5.3881)
H (2.4035, -4.4159, -2.8253)
H (2.4691, 1.4060, -3.7492)
H (-1.8031, -5.2078, 2.1434)
N (1.4590, 1.5444, -0.0629)
H (1.9693, 0.6356, -2.2334)
H (-0.2724, 0.6869, -5.2860)
P (-0.1079, -1.8181, 2.1730)
C (-0.8403, -1.0385, -2.9402)
C (-0.0652, 1.6686, -4.8365)
C (1.0952, -2.6593, 1.1861)
C (-3.4584, 0.7832, 2.2147)
C (0.5612, -0.6585, 3.5767)
H (3.5252, -0.4221, 0.1797)
H (-0.0780, -1.8240, 5.3499)
H (-0.9195, 2.3394, -4.9951)
N (-3.1743, 3.1638, 1.7549)
C (0.5193, 3.0091, -2.8221)
H (-3.9731, 3.4049, 2.3384)
C (0.3328, 0.7943, 3.1329)
H (-0.4892, 3.5471, -0.0466)
C (0.3491, 1.5813, -3.3610)
H (2.2493, -1.9691, 4.0830)
H (-2.9564, -2.4648, 2.7566)
C (-1.3777, 3.2612, 0.4969)
C (4.7754, 2.7305, 0.7932)
H (2.4100, -0.2606, 4.5740)
C (-2.7854, 2.6978, -2.7920)
N (0.5369, -1.5836, -0.9586)
H (-0.3221, -4.7332, 1.2963)
H (-2.4431, 0.9923, -4.9999)
H (1.1772, 3.5665, -3.5175)
C (-0.2069, -0.8330, 4.9007)
C (-3.0724, 0.6150, -4.1898)
H (-4.6952, 0.9338, -2.0741)
C (-0.9718, -3.3650, 2.8750)
H (4.2013, 1.0044, -2.1440)
H (5.7745, 1.3918, -1.4199)
C (-2.3101, -2.9507, 3.5024)
H (0.9930, 3.0200, -1.8314)
O (-2.3107, -1.5711, 0.1679)
H (-2.5133, 3.0983, -1.8064)
H (0.9040, 1.0379, 2.2260)
C (-0.0420, -4.0702, 3.8720)
H (-2.7639, 0.1310, 2.7592)